63
Properties=species:S:1:pos:R:3:forces:R:3:lowdin_charge:R:1 method="wB97M-V/def2-TZVPD" orbital_gap_ha=0.22814 total_charge=-3 de_lowest_kcal_mol=0.00 spin_multiplicity=1 lumo_ev=3.581
K 1.283955 -1.958508 -3.667887 0.6 0.5 0.8 0.927
K 3.283209 2.318238 -3.144137 -0.3 0.0 0.9 0.880
N -1.909137 2.748769 2.950249 -1.4 -0.7 -2.9 -0.271
S -2.676218 2.539592 1.492325 0.9 1.8 -2.1 0.551
O -3.820115 1.655001 1.375918 1.0 0.4 0.9 -0.309
O -1.764140 2.589116 0.384127 -0.4 -0.6 1.2 -0.267
F -3.358993 3.983507 1.346780 -0.2 0.1 0.6 -0.215
S -2.408185 1.534453 3.783786 -0.6 -0.3 3.8 0.451
O -1.871876 0.240875 3.478771 -0.6 0.0 -0.5 -0.296
O -3.770496 1.680721 4.262034 0.6 -0.7 -0.6 -0.332
F -1.601900 1.891716 5.129712 0.2 0.1 -0.2 -0.223
P 1.191703 5.222146 -2.720256 0.1 -0.2 1.6 0.155
F 0.361858 5.954119 -3.872285 0.0 0.5 -0.6 -0.164
F -0.075160 5.293969 -1.748284 0.1 0.4 0.0 -0.135
F 0.644725 3.783332 -3.296416 0.7 0.0 0.0 -0.206
F 2.041875 4.480497 -1.538178 -0.1 -0.2 -1.0 -0.185
F 2.500180 5.107291 -3.728174 0.0 -0.4 -0.1 -0.239
F 1.800681 6.645101 -2.183693 -0.5 -0.2 -0.4 -0.183
P 5.368936 -1.159408 -3.113443 1.2 0.2 0.4 0.147
F 4.057403 -0.677242 -3.961034 -1.1 0.1 -0.7 -0.240
F 6.284288 -0.321367 -4.154102 0.4 -0.2 -0.2 -0.177
F 5.252614 0.202618 -2.244783 0.2 -0.4 0.1 -0.170
F 6.643969 -1.735032 -2.302341 -0.1 0.7 -0.3 -0.151
F 4.404374 -1.917881 -2.102790 -0.5 -0.5 -0.1 -0.136
F 5.495745 -2.461745 -4.123621 -0.5 0.2 0.3 -0.206
P 4.715497 2.143418 2.076513 0.3 0.1 0.8 0.163
F 3.852743 3.097071 1.105612 0.3 0.1 0.1 -0.162
F 4.881782 3.321256 3.204290 -0.6 0.1 -0.1 -0.210
F 3.341939 1.621461 2.754563 0.3 0.1 -0.1 -0.168
F 5.536971 1.147778 3.121692 0.2 0.3 -0.6 -0.224
F 4.728189 0.977354 0.985880 -0.1 -0.2 -0.1 -0.155
F 6.110412 2.739905 1.426108 0.0 -0.4 0.1 -0.218
P 1.015284 0.293485 -0.761359 0.1 3.1 2.4 0.185
F 0.830875 1.900794 -0.854189 -0.2 -0.7 -0.8 -0.147
F 1.215324 0.531396 0.803945 0.3 -0.6 -0.3 -0.108
F -0.581198 0.014212 -0.587673 0.3 -0.1 -0.1 -0.159
F 1.285402 -1.270620 -0.499201 -0.1 -0.9 -1.4 -0.156
F 0.743962 0.226629 -2.383059 -0.4 -1.3 -1.4 -0.290
F 2.579627 0.462396 -1.225763 0.0 -0.2 0.6 -0.219
C -0.603472 -2.747787 2.059673 -0.9 0.3 -0.2 0.005
O -0.312834 -3.854634 1.162136 0.0 0.2 0.4 -0.030
C 0.961621 -4.211486 1.053643 -1.1 0.1 0.4 -0.638
O 1.882949 -3.651441 1.534313 1.0 0.1 0.1 0.178
O 1.067053 -5.348651 0.344485 0.8 -0.4 -0.4 -0.016
C -0.015608 -6.239359 0.171007 0.2 -0.1 -0.7 -0.073
H -1.508405 -3.090761 2.558531 -0.1 0.3 0.1 0.093
H -0.803687 -1.867888 1.454046 0.0 0.0 0.0 0.077
H 0.144147 -2.469982 2.796708 0.4 -0.5 -0.3 0.106
H -0.179172 -6.854663 1.055732 -0.2 0.3 0.2 0.091
H 0.327842 -6.907088 -0.621583 -0.1 -0.1 0.0 0.083
H -0.913671 -5.736232 -0.182834 -0.1 0.0 0.3 0.089
C -3.275474 -0.889199 0.037430 -0.2 0.2 -0.6 -0.025
O -4.541728 -0.907828 0.718125 0.3 -0.1 1.1 0.020
C -5.644524 -0.884060 0.041825 0.5 -0.1 -1.6 -0.634
O -5.738645 -0.926211 -1.170890 -0.4 -0.1 0.2 0.090
O -6.678469 -0.822477 0.876223 -0.3 -0.2 1.7 0.012
C -7.952109 -1.122707 0.391170 -0.4 -0.3 -1.8 -0.085
H -3.369475 -0.329380 -0.888666 0.0 0.0 0.0 0.100
H -2.991741 -1.920520 -0.171975 0.1 0.0 0.0 0.095
H -2.543405 -0.382456 0.651655 -0.2 -0.1 0.3 0.060
H -8.014547 -2.128397 -0.046375 0.4 0.0 0.0 0.090
H -8.177265 -0.444005 -0.437621 -0.3 0.0 0.2 0.092
H -8.735510 -1.109216 1.143632 0.5 0.5 0.5 0.084

***

25
Properties=species:S:1:pos:R:3:forces:R:3:lowdin_charge:R:1 method="wB97M-V/def2-TZVPD" orbital_gap_ha=0.24303 smiles=FCCOP(OCCF)OCCF total_charge=0 de_lowest_kcal_mol=0.00 spin_multiplicity=1 lumo_ev=-0.040
F 3.170068 -1.811417 1.095151 -0.1 0.3 0.1 -0.043
C 2.525819 -2.609021 0.183333 -1.9 -1.5 1.4 -0.182
C 1.060591 -2.112392 -0.088125 0.0 -0.6 1.1 -0.251
O 1.013206 -0.804571 -0.658960 2.0 0.8 0.5 -0.319
P -0.508315 -0.092421 -0.592279 -1.1 -2.8 -4.5 0.946
O -1.625889 -0.652075 0.450530 -0.4 2.2 1.9 -0.299
C -2.381491 0.270894 1.326374 0.6 1.3 -0.4 -0.241
C -2.046534 -0.040035 2.747074 -1.5 -2.2 1.0 -0.203
F -0.755069 0.300996 3.220190 -1.7 0.0 -0.7 -0.064
O -0.848711 1.341269 -1.339545 -1.3 0.7 1.6 -0.326
C -0.058803 1.849106 -2.387479 1.0 0.5 1.3 -0.224
C 1.021059 2.679485 -1.602158 -1.5 -1.8 -0.7 -0.210
F 1.641916 3.372237 -2.573632 1.0 1.9 -0.5 -0.026
H 2.724353 -3.709216 0.530573 -1.1 1.9 -0.7 0.155
H 2.906483 -2.477818 -0.755701 2.0 0.2 -2.4 0.069
H 0.462251 -2.758605 -0.776768 0.8 0.0 0.8 0.123
H 0.550810 -1.941351 0.848546 -0.3 -1.0 0.6 0.083
H -2.348280 1.373225 1.048892 0.5 -1.4 0.0 0.135
H -3.387801 -0.051623 1.185666 -0.9 -0.1 0.1 0.106
H -2.955025 0.313240 3.444124 2.5 -0.5 -1.2 0.161
H -2.096899 -1.198713 2.616726 0.3 1.7 1.3 0.142
H 0.289462 1.002853 -3.018656 0.3 0.6 0.4 0.118
H -0.661968 2.518563 -2.988500 -0.1 0.1 -0.1 0.116
H 1.750335 2.017806 -1.186062 0.5 -0.7 0.5 0.097
H 0.558430 3.219585 -0.729315 0.3 0.2 -1.4 0.136

***

22
Properties=species:S:1:pos:R:3:forces:R:3:lowdin_charge:R:1 method="wB97M-V/def2-TZVPD" orbital_gap_ha=0.31114 total_charge=+2 de_lowest_kcal_mol=25.48 spin_multiplicity=1 lumo_ev=-8.213
C 1.627739 0.256673 -0.022411 -1.4 -1.3 -1.2 -0.523
C 0.690641 -0.997249 -1.192518 1.3 2.5 4.5 0.030
C -1.012627 -0.516960 0.508599 -1.2 -0.2 2.4 -0.214
C -0.793673 -0.766130 -0.946852 0.7 -0.9 -1.5 -0.372
C -0.437600 0.819131 0.917577 -1.6 1.9 0.1 -0.548
C 1.581631 2.153145 1.490237 -1.8 -0.1 2.1 -0.025
N 0.988751 1.014846 0.837972 0.8 -2.9 -2.9 -0.266
N -1.661804 -1.990205 -1.394281 -1.9 1.8 2.1 0.219
I 3.679235 0.214554 -0.356481 -0.9 0.1 0.1 1.162
I -1.453517 2.559033 -0.225530 0.5 -1.1 0.4 0.928
H 1.304862 -0.780329 -2.040098 -0.4 -0.2 -0.9 0.084
H 0.955864 -1.836441 -0.578510 0.7 -0.9 -0.4 0.096
H -2.127454 -0.401320 0.894662 2.0 -0.6 -1.3 0.180
H -0.517605 -1.336418 1.172227 -0.8 1.2 -1.1 0.180
H -1.129927 0.036425 -1.575290 -0.4 0.5 -0.1 0.085
H -0.852974 1.089491 1.894302 0.8 -0.1 0.0 0.105
H 0.826266 2.932159 1.138769 2.0 0.0 0.7 0.058
H 2.653928 2.160653 1.299124 -0.4 0.8 -0.2 0.044
H 1.414024 1.909109 2.586515 0.3 0.9 -1.0 0.147
H -1.379076 -2.426202 -2.270042 0.3 -0.5 0.2 0.168
H -2.587312 -1.441085 -1.628941 1.6 -2.1 0.8 0.227
H -1.769362 -2.652888 -0.509026 0.0 1.2 -2.8 0.233

***

21
Properties=species:S:1:pos:R:3:forces:R:3:lowdin_charge:R:1 method="wB97M-V/def2-TZVPD" orbital_gap_ha="0.21845 / 0.26089" total_charge=+1 de_lowest_kcal_mol=0.00 spin_multiplicity=6 lumo_ev="-3.302 / -6.921"
C -0.585682 1.355588 -1.534534 -0.7 1.4 -3.0 -0.333
C -0.552491 2.483247 -0.642062 0.7 2.6 1.0 -0.269
C -1.550477 2.712174 0.350637 -0.5 0.9 -1.0 -0.123
C -2.361542 1.674849 0.798922 -1.4 2.7 0.1 -0.170
C -2.051341 0.377975 0.450049 -1.5 -2.9 -0.1 -0.250
Ir -0.202787 0.273260 -0.100984 1.0 -2.6 2.6 1.252
P 2.032505 -0.062711 -0.374755 3.0 0.0 -1.5 0.637
H -0.370450 1.292708 -2.584406 -0.2 0.1 -0.3 0.061
H 0.142389 3.328856 -0.854289 -0.5 -0.8 0.2 0.121
H -1.762467 3.746927 0.603303 0.2 -0.2 0.4 0.118
H -2.720583 -0.434185 0.770211 0.3 0.3 -0.3 0.067
H -3.246612 1.872085 1.408193 0.5 0.1 0.3 0.126
H 2.733952 -0.461523 0.805491 -0.3 0.2 -0.4 -0.073
H 2.861307 1.019306 -0.840548 -0.3 -0.7 0.3 -0.065
H 2.485751 -1.130815 -1.250399 -0.2 0.7 0.6 -0.061
C -0.945760 -2.615095 0.296808 -0.8 -0.6 0.4 -0.081
O -0.010729 -1.629423 0.746581 0.9 -0.8 2.3 -0.378
H -1.759489 -2.076815 -0.193908 0.2 -0.3 -0.1 0.067
H -1.352697 -3.188143 1.141103 0.2 0.2 -0.2 0.114
H -0.430331 -3.275151 -0.382917 0.0 -0.2 -0.2 0.096
H 0.286525 -1.738265 1.683087 -0.5 -0.2 -1.0 0.143